Formula: C69H91FN11O2S
Source: the OMol25 dataset
Level of theory: the ωB97M-V functional and the def2-TZVPD basis

```
175
Properties=species:S:1:pos:R:3:mulliken_charge:R:1
C 5.537 2.762 -2.696 -0.5814
C 5.375 2.771 -4.218 -0.7007
C 4.799 1.467 -4.789 -0.5441
C 3.262 1.444 -4.777 0.4108
C 2.586 0.063 -4.797 -0.9118
C 3.145 -0.978 -3.820 -1.3333
C 3.227 -0.536 -2.355 0.3276
C 1.881 -0.140 -1.730 -0.3879
C 2.009 0.784 -0.507 -1.0977
C 0.838 1.755 -0.371 -0.3370
C 0.835 2.827 -1.479 0.0198
S -0.656 2.670 -2.423 0.3885
O -1.751 3.163 -1.382 -0.1252
C -2.750 2.178 -0.923 -0.9470
C -4.111 2.842 -0.826 -0.4913
N -4.988 2.035 0.015 -0.2432
C -5.981 1.239 -0.699 -1.0567
C -5.416 0.034 -1.466 0.9196
C -6.439 -1.068 -1.690 -1.5780
O -4.842 0.477 -2.705 -0.3100
C -0.590 4.156 -3.510 0.0477
F 0.726 4.279 -3.882 -0.3383
C -1.483 3.972 -4.711 0.0691
C -1.414 5.186 -5.636 -1.4710
H 4.583 2.910 -2.179 -0.0038
H 5.956 1.813 -2.351 0.0431
H 6.208 3.557 -2.364 0.4512
H 4.714 3.599 -4.505 0.3049
H 6.340 2.987 -4.683 0.3823
H 5.198 0.618 -4.230 0.2139
H 5.143 1.352 -5.821 0.3868
H 2.930 1.989 -5.669 0.5525
H 2.897 2.036 -3.928 -0.5200
H 2.635 -0.339 -5.814 0.4623
H 1.517 0.195 -4.590 0.2657
H 4.133 -1.305 -4.154 0.3930
H 2.508 -1.869 -3.870 0.4455
H 3.959 0.263 -2.213 -0.3920
H 3.616 -1.382 -1.779 0.4973
H 1.372 -1.052 -1.400 0.4112
H 1.221 0.301 -2.489 -0.0320
H 2.940 1.361 -0.552 0.4005
H 2.018 0.204 0.415 0.4358
H 0.881 2.266 0.592 0.1023
H -0.100 1.186 -0.375 0.1794
H 0.900 3.853 -1.115 0.8945
H 1.629 2.662 -2.213 -0.4468
H -2.763 1.332 -1.616 0.8368
H -2.410 1.837 0.057 0.2326
H -4.541 2.913 -1.827 0.0922
H -3.993 3.859 -0.434 0.4198
H -4.448 1.429 0.621 0.2872
H -6.462 1.902 -1.427 0.3401
H -6.764 0.930 -0.002 0.4411
H -4.559 -0.373 -0.915 0.0340
H -6.918 -1.358 -0.754 0.4409
H -5.965 -1.947 -2.128 0.3829
H -7.214 -0.723 -2.382 0.2611
H -5.587 0.827 -3.225 0.1553
H -0.870 5.008 -2.883 0.4535
H -1.172 3.065 -5.236 0.3791
H -2.507 3.821 -4.349 0.0414
H -2.150 5.095 -6.433 0.4178
H -1.607 6.111 -5.087 0.3626
H -0.426 5.274 -6.089 0.3675
N 0.844 -0.311 2.433 -0.0387
C 0.019 0.566 3.002 -0.0026
C -0.608 0.359 4.220 -0.5520
C -0.360 -0.829 4.888 -0.2334
C 0.495 -1.755 4.312 -0.6177
C 1.069 -1.451 3.088 -0.4395
H -0.158 1.483 2.452 0.0301
H -1.274 1.113 4.617 0.4496
H -0.838 -1.040 5.836 0.4337
H 0.691 -2.707 4.783 0.3722
H 1.737 -2.156 2.604 0.5250
N -6.652 0.363 -5.108 -0.1485
C -7.808 -0.114 -5.570 -0.1551
C -7.902 -0.963 -6.662 -0.7899
C -6.737 -1.338 -7.312 -0.0837
C -5.528 -0.852 -6.841 -0.8135
C -5.541 -0.012 -5.741 -0.0016
H -8.701 0.203 -5.042 0.4181
H -8.869 -1.316 -6.991 0.3965
H -6.772 -1.999 -8.168 0.3809
H -4.591 -1.122 -7.309 0.3948
H -4.614 0.377 -5.335 0.3907
N 5.821 -2.058 -0.119 -0.4254
C 6.393 -0.857 -0.103 -0.2345
C 7.760 -0.652 -0.204 -0.6454
C 8.591 -1.756 -0.328 0.1125
C 8.007 -3.013 -0.349 -0.3543
C 6.626 -3.112 -0.244 -0.5993
H 5.718 -0.013 0.009 0.5680
H 8.165 0.351 -0.171 0.4227
H 9.666 -1.635 -0.405 0.4002
H 8.608 -3.908 -0.441 0.4228
H 6.142 -4.082 -0.255 0.4040
N 11.911 -1.184 -1.201 -0.3070
C 12.483 0.018 -1.159 -0.1413
C 13.853 0.217 -1.230 -0.5876
C 14.676 -0.890 -1.350 -0.1240
C 14.095 -2.147 -1.395 -0.6152
C 12.714 -2.240 -1.317 -0.0949
H 11.810 0.863 -1.062 0.3680
H 14.260 1.218 -1.190 0.3473
H 15.751 -0.776 -1.406 0.3737
H 14.697 -3.041 -1.487 0.3447
H 12.228 -3.209 -1.351 0.3705
N -1.898 -3.833 3.934 -0.3335
C -2.346 -3.208 2.848 -0.3631
C -3.692 -3.043 2.558 -0.5050
C -4.629 -3.553 3.444 -0.2667
C -4.173 -4.208 4.576 -0.3197
C -2.804 -4.321 4.781 -0.5725
H -1.586 -2.814 2.180 0.4159
H -3.997 -2.524 1.658 0.5242
H -5.691 -3.451 3.269 0.4453
H -4.871 -4.627 5.286 0.4088
H -2.410 -4.832 5.653 0.5674
N -1.197 -6.782 6.620 -0.2677
C -1.766 -7.822 6.016 -0.0264
C -1.625 -9.132 6.450 -0.6562
C -0.848 -9.375 7.571 -0.1507
C -0.247 -8.301 8.209 -0.5596
C -0.452 -7.029 7.696 -0.1648
H -2.365 -7.594 5.140 0.3702
H -2.113 -9.938 5.919 0.3503
H -0.713 -10.383 7.942 0.3741
H 0.368 -8.442 9.086 0.3496
H 0.003 -6.167 8.169 0.3591
N -2.309 3.470 3.163 -0.1802
C -3.235 4.236 3.737 -0.3725
C -3.447 5.566 3.402 -0.4041
C -2.658 6.136 2.418 -0.4623
C -1.687 5.353 1.813 -0.5308
C -1.555 4.035 2.224 0.4467
H -3.839 3.760 4.501 0.3891
H -4.216 6.136 3.906 0.3982
H -2.792 7.171 2.133 0.4031
H -1.038 5.756 1.047 0.4106
H -0.802 3.398 1.771 -0.1184
N 9.769 -0.298 4.635 -0.5484
C 8.890 0.063 5.566 -0.2690
C 7.523 -0.154 5.457 -0.3382
C 7.043 -0.781 4.319 -0.5088
C 7.948 -1.164 3.342 0.0394
C 9.294 -0.902 3.548 -0.3264
H 9.299 0.551 6.444 0.3470
H 6.857 0.161 6.249 0.3637
H 5.984 -0.969 4.194 0.5099
H 7.621 -1.656 2.436 0.2918
H 10.028 -1.189 2.803 0.4384
N -7.619 -3.827 5.284 -0.2366
C -8.873 -3.516 4.962 -0.0985
C -9.867 -3.259 5.894 -0.5693
C -9.545 -3.331 7.240 -0.1711
C -8.244 -3.653 7.592 -0.6848
C -7.325 -3.886 6.582 0.0788
H -9.096 -3.475 3.901 0.3550
H -10.868 -3.013 5.569 0.3456
H -10.293 -3.141 7.999 0.3801
H -7.943 -3.720 8.629 0.3544
H -6.299 -4.134 6.831 0.2820
N -7.978 4.598 -4.460 -0.5517
C -7.775 5.912 -4.429 -0.3370
C -6.563 6.508 -4.748 -0.4765
C -5.506 5.692 -5.116 -0.3624
C -5.703 4.320 -5.146 -0.1863
C -6.956 3.822 -4.815 -0.3939
H -8.625 6.520 -4.139 0.3789
H -6.459 7.584 -4.716 0.3977
H -4.552 6.123 -5.386 0.3730
H -4.912 3.641 -5.441 0.5189
H -7.145 2.756 -4.834 0.6231
```

For the highest occupied orbital energy, the calculation gives -0.3890 hartree. As for the charge: +1. As for the HOMO-LUMO gap: 0.296 hartree.


Formula: C25H46MgN7O11
Source: the OMol25 dataset
Level of theory: the ωB97M-V functional and the def2-TZVPD basis

```
90
Properties=species:S:1:pos:R:3:mulliken_charge:R:1
Mg -0.196 2.160 1.604 1.9043
O 0.288 -1.151 -0.764 0.7746
C 0.651 -0.657 0.385 0.0501
O 0.344 0.546 0.626 -0.9103
O 0.986 -1.409 1.352 -0.7376
H 0.476 -2.091 -0.714 -0.3814
C 0.774 -5.150 -1.082 0.3754
O 0.760 -4.018 -0.593 -0.6557
O 1.709 -5.862 -0.643 -0.9129
O -0.152 -5.465 -1.831 -0.7914
C -2.052 1.421 -1.892 -0.4735
C -2.583 1.893 -0.529 0.5257
O -1.821 2.212 0.338 -0.7618
N -3.874 2.100 -0.358 -0.1938
C -4.539 2.684 0.839 -0.8919
H -2.925 0.939 -2.330 0.4010
H -1.335 0.617 -1.721 -0.3221
H -1.505 2.068 -2.578 0.2467
H -4.502 2.038 -1.146 0.2709
H -5.010 3.586 0.450 0.3239
H -3.881 2.966 1.661 0.2455
H -5.304 1.937 1.051 0.3155
C 2.066 0.139 4.525 -0.9006
C 2.071 1.576 3.877 0.5106
O 1.156 1.798 3.047 -0.5315
N 3.090 2.371 4.269 -0.1490
C 3.274 3.693 3.765 -0.9344
H 1.110 -0.002 5.030 0.1800
H 2.898 -0.038 5.207 0.3876
H 2.204 -0.452 3.620 0.2559
H 3.895 1.904 4.663 0.2720
H 3.112 4.421 4.560 0.3295
H 2.729 3.993 2.870 0.1733
H 4.297 3.815 3.408 0.3791
C 2.272 0.854 -3.753 -0.7771
C 3.173 -0.050 -2.950 0.7909
O 4.372 0.021 -3.093 -0.7455
N 2.619 -0.930 -2.106 0.7512
C 3.552 -1.854 -1.357 -0.9745
H 1.943 0.267 -4.611 0.1896
H 2.828 1.729 -4.091 0.3328
H 1.467 1.313 -3.180 -0.0340
H 1.662 -1.011 -1.794 -0.1817
H 3.875 -1.479 -0.386 0.2265
H 4.460 -2.068 -1.921 0.3994
H 2.955 -2.736 -1.124 0.3302
C -3.263 1.180 4.476 -1.5340
C -2.182 0.717 3.548 0.8437
O -1.464 1.562 2.982 -0.4718
N -1.894 -0.520 3.363 0.0809
C -2.745 -1.658 3.611 -1.2711
H -3.083 0.744 5.459 0.4180
H -4.240 0.908 4.077 0.3519
H -3.143 2.256 4.603 0.3577
H -1.010 -0.720 2.917 0.2026
H -3.769 -1.612 3.240 0.2517
H -2.759 -1.875 4.679 0.3596
H -2.205 -2.463 3.113 0.5622
C 1.394 4.543 -1.471 -1.3731
C 1.803 3.634 -0.337 0.5342
O 0.986 3.269 0.449 -0.0345
N 3.070 3.220 -0.431 -0.0673
C 3.476 2.056 0.379 -0.4199
H 2.071 4.472 -2.323 0.4222
H 1.456 5.608 -1.248 0.3282
H 0.415 4.233 -1.836 0.2634
H 3.772 3.876 -0.742 0.2688
H 2.739 1.674 1.085 -0.1787
H 4.315 2.388 0.991 0.3310
H 3.828 1.226 -0.234 0.2266
N 0.582 -3.069 -3.851 0.3836
C -0.288 -2.092 -4.245 -0.5644
C 0.000 -1.796 -5.572 -0.7277
C 1.016 -2.646 -5.977 -0.7277
C 1.449 -3.320 -4.861 -0.4567
H 0.582 -3.552 -2.964 0.1658
H -0.965 -1.626 -3.544 0.5440
H -0.512 -1.100 -6.221 0.4147
H 1.361 -2.748 -6.995 0.4013
H 2.178 -4.085 -4.638 0.4454
N -2.541 -3.378 -0.608 0.2980
C -3.719 -3.874 -1.063 -0.5631
C -4.818 -3.357 -0.313 -0.8082
C -4.288 -2.474 0.608 -0.7228
C -2.917 -2.479 0.373 -0.1149
H -1.606 -3.586 -0.926 0.1914
H -3.686 -4.552 -1.904 0.4576
H -5.839 -3.604 -0.563 0.3963
H -4.842 -2.027 1.420 0.3108
H -2.104 -1.995 0.893 0.5427
```

For the highest occupied orbital energy, the calculation gives -0.0280 hartree. As for the charge: -1. As for the HOMO-LUMO gap: 0.061 hartree.


The highest charge belongs to which entry? C69H91FN11O2S